#P
{"formula": "H4NS", "method": "wB97M-V/def2-TZVPD", "orbital_gap_ev": 7.048, "charge": -1, "symbols": ["N", "H", "H", "H", "S", "H"], "xyz": [[-1.318, 1.691, 1.046], [-2.123, 1.351, 0.540], [-0.633, 0.867, 1.144], [-1.569, 1.617, 2.042], [0.824, -0.979, -0.608], [0.365, -0.003, -1.318]]}

***

#Q
{"formula": "H4NS", "method": "wB97M-V/def2-TZVPD", "orbital_gap_ev": 7.440, "charge": -1, "symbols": ["N", "H", "H", "H", "S", "H"], "xyz": [[0.222, 1.407, -1.714], [1.235, 1.459, -1.750], [0.102, 0.810, -0.890], [-0.077, 1.013, -2.593], [-0.102, -0.758, 1.011], [-1.371, -0.990, 0.570]]}

***

Relative energies in hartree: #P 0.0098; #Q 0.0000

***

#P
{"formula": "C5H15N2S", "method": "wB97M-V/def2-TZVPD", "spin_multiplicity": 2, "orbital_gap_ev": [10.181, 4.946], "charge": 2, "symbols": ["C", "N", "C", "C", "S", "C", "C", "N", "H", "H", "H", "H", "H", "H", "H", "H", "H", "H", "H", "H", "H", "H", "H"], "xyz": [[-1.724, -0.007, -0.809], [-0.760, -0.153, 0.301], [0.591, 0.528, 0.621], [1.304, -0.446, 1.579], [3.086, -0.303, 1.659], [0.534, 1.977, 1.212], [-1.557, -0.890, -2.032], [-0.181, -1.534, -1.972], [-2.728, 0.031, -0.350], [-1.531, 1.147, -1.125], [-1.141, 0.036, 1.197], [1.284, 0.671, -0.397], [0.942, -0.276, 2.538], [0.908, -1.408, 1.299], [3.212, 0.503, 2.733], [0.260, 1.900, 2.251], [0.098, 2.747, 0.705], [1.474, 2.519, 1.397], [-1.871, -0.290, -2.930], [-2.323, -1.801, -1.969], [-0.470, -2.490, -2.588], [0.104, -1.486, -0.910], [0.488, -0.973, -2.410]]}

***

#Q
{"formula": "C5H15N2S", "method": "wB97M-V/def2-TZVPD", "spin_multiplicity": 2, "orbital_gap_ev": [10.497, 4.654], "charge": 2, "symbols": ["C", "N", "C", "C", "C", "S", "C", "N", "H", "H", "H", "H", "H", "H", "H", "H", "H", "H", "H", "H", "H", "H", "H"], "xyz": [[1.340, 1.148, 0.132], [0.221, 0.557, -0.618], [-1.070, 0.604, 0.093], [-2.072, -0.441, -0.432], [-2.367, -1.576, 0.530], [-0.949, -2.715, 0.803], [2.329, 1.711, -0.931], [2.919, 3.035, -0.394], [1.008, 1.849, 0.889], [1.925, 0.370, 0.625], [0.345, -0.417, -0.878], [-1.471, 1.616, 0.027], [-0.947, 0.365, 1.165], [-3.055, 0.040, -0.429], [-1.925, -0.674, -1.487], [-2.651, -1.153, 1.506], [-3.368, -2.016, 0.388], [-1.005, -3.285, -0.429], [1.973, 1.690, -1.971], [3.194, 1.082, -1.135], [2.189, 3.660, -0.057], [3.518, 2.797, 0.399], [3.490, 3.537, -1.080]]}

***

Relative energies in hartree: #P 0.0878; #Q 0.0000

***

#P
{"formula": "C2H11NO2", "method": "wB97M-V/def2-TZVPD", "smiles": "CCN.O.O", "orbital_gap_ev": 10.831, "symbols": ["H", "O", "N", "H", "H", "C", "H", "H", "H", "C", "H", "H", "H", "O", "H", "H"], "xyz": [[-0.773, 0.754, -0.455], [-0.895, 1.846, -0.336], [-0.590, -0.635, -0.210], [-0.220, 2.286, -0.883], [-0.566, -1.084, 0.698], [0.591, -0.989, -1.004], [1.473, -0.428, -0.668], [0.340, -0.651, -2.012], [-1.424, -1.067, -0.602], [0.951, -2.466, -0.953], [1.245, -2.767, 0.058], [0.216, -3.111, -1.430], [1.792, -2.647, -1.630], [0.071, 1.842, 2.391], [-0.023, 1.831, 1.424], [-0.550, 2.498, 2.724]]}

***

#Q
{"formula": "C2H11NO2", "method": "wB97M-V/def2-TZVPD", "smiles": "CCN.O.O", "orbital_gap_ev": 10.547, "symbols": ["H", "O", "N", "H", "H", "C", "H", "H", "H", "C", "H", "H", "H", "O", "H", "H"], "xyz": [[0.418, 0.665, -1.306], [0.760, 0.447, -2.318], [-0.368, 1.194, -0.197], [1.394, 1.175, -2.366], [0.069, 1.824, 0.464], [-0.985, -0.022, 0.438], [-0.300, -0.871, 0.294], [-1.940, -0.231, -0.030], [-1.176, 1.645, -0.616], [-1.024, 0.093, 1.970], [-0.326, -0.638, 2.378], [-0.854, 1.081, 2.391], [-2.041, -0.076, 2.355], [2.161, -2.418, -0.916], [1.390, -1.845, -1.053], [2.824, -2.026, -1.489]]}

***

Relative energies in hartree: #P 0.0000; #Q 0.0166

***

#P
{"formula": "C2H11NO2", "method": "wB97M-V/def2-TZVPD", "orbital_gap_ev": 7.106, "symbols": ["C", "C", "N", "H", "H", "H", "H", "H", "H", "H", "H", "H", "O", "H", "H", "O"], "xyz": [[-0.683, -0.846, 0.835], [-1.435, -0.507, -0.465], [-1.560, 0.970, -0.501], [-0.038, 0.019, 1.140], [-0.201, -1.790, 0.964], [-1.481, -0.760, 1.574], [-2.448, -0.962, -0.388], [-0.992, -0.889, -1.395], [-0.625, 1.290, -0.905], [-2.221, 1.180, -1.262], [1.949, 0.467, 0.435], [3.272, 0.213, 1.497], [2.322, -0.114, 1.196], [1.999, 1.474, -1.358], [0.908, -0.759, -0.387], [1.234, 1.014, -0.980]]}

***

#Q
{"formula": "C2H11NO2", "method": "wB97M-V/def2-TZVPD", "smiles": "CNC.O.O", "orbital_gap_ev": 9.882, "symbols": ["C", "N", "C", "H", "H", "H", "H", "H", "H", "H", "H", "H", "O", "H", "H", "O"], "xyz": [[-1.867, 1.994, 2.096], [-1.312, 1.522, 0.770], [-2.321, 1.625, -0.358], [-2.922, 1.516, 2.033], [-2.047, 3.151, 2.110], [-1.377, 1.491, 2.962], [-0.486, 2.202, 0.541], [-2.852, 2.700, -0.325], [-2.124, 1.267, -1.438], [-3.058, 0.959, -0.150], [2.599, -2.885, -2.014], [3.498, -3.819, -1.169], [3.357, -3.566, -2.077], [1.286, -0.847, 0.625], [2.257, -0.504, -0.547], [1.586, -1.134, -0.230]]}

***

Relative energies in hartree: #P 0.1446; #Q 0.0000

***

#P
{"formula": "C20H33N5O4", "method": "wB97M-V/def2-TZVPD", "smiles": "CCO[C@H]1CCN(C(=O)CO[C@H]2C[C@@H](NC(=O)CCc3ncnn3C)C2)C[C@@H]1C", "orbital_gap_ev": 9.884, "symbols": ["C", "C", "O", "C", "C", "C", "N", "C", "O", "C", "O", "C", "C", "C", "N", "C", "O", "C", "C", "C", "N", "C", "N", "N", "C", "C", "C", "C", "C", "H", "H", "H", "H", "H", "H", "H", "H", "H", "H", "H", "H", "H", "H", "H", "H", "H", "H", "H", "H", "H", "H", "H", "H", "H", "H", "H", "H", "H", "H", "H", "H", "H"], "xyz": [[3.237, 0.933, -5.979], [3.656, 1.443, -4.620], [3.306, 0.470, -3.654], [3.757, 0.750, -2.344], [2.920, 1.841, -1.679], [3.331, 2.027, -0.221], [3.263, 0.764, 0.493], [2.270, 0.406, 1.357], [2.131, -0.725, 1.772], [1.341, 1.533, 1.810], [0.490, 1.035, 2.804], [-0.093, 2.048, 3.608], [-1.318, 2.689, 2.916], [-2.195, 1.578, 3.553], [-2.391, 0.438, 2.685], [-3.616, -0.039, 2.362], [-4.659, 0.478, 2.727], [-3.619, -1.295, 1.508], [-4.646, -1.175, 0.380], [-4.846, -2.469, -0.330], [-4.221, -2.854, -1.429], [-4.713, -4.101, -1.635], [-5.588, -4.508, -0.743], [-5.662, -3.451, 0.095], [-6.557, -3.483, 1.230], [-1.056, 1.353, 4.578], [4.096, -0.273, -0.095], [3.710, -0.550, -1.548], [4.617, -1.613, -2.149], [3.488, 1.661, -6.752], [3.744, -0.005, -6.207], [2.162, 0.758, -6.003], [4.741, 1.617, -4.587], [3.162, 2.399, -4.406], [4.808, 1.087, -2.388], [3.026, 2.788, -2.212], [1.867, 1.545, -1.730], [4.363, 2.392, -0.171], [2.710, 2.777, 0.261], [1.938, 2.365, 2.205], [0.776, 1.913, 0.948], [0.685, 2.704, 4.012], [-1.554, 3.670, 3.329], [-1.304, 2.742, 1.828], [-3.170, 1.868, 3.930], [-1.566, -0.044, 2.362], [-2.631, -1.514, 1.101], [-3.885, -2.123, 2.172], [-5.581, -0.803, 0.798], [-4.308, -0.447, -0.357], [-4.419, -4.725, -2.463], [-6.361, -2.624, 1.867], [-7.593, -3.455, 0.896], [-6.388, -4.397, 1.794], [-0.805, 0.325, 4.836], [-1.213, 1.939, 5.483], [5.140, 0.059, -0.050], [3.997, -1.172, 0.508], [2.674, -0.906, -1.559], [5.660, -1.284, -2.132], [4.549, -2.543, -1.583], [4.343, -1.817, -3.182]]}

***

#Q
{"formula": "C20H33N5O4", "method": "wB97M-V/def2-TZVPD", "smiles": "CCO[C@H]1CCN(C(=O)CO[C@H]2C[C@@H](NC(=O)CCc3ncnn3C)C2)C[C@@H]1C", "orbital_gap_ev": 9.679, "symbols": ["C", "C", "O", "C", "C", "C", "N", "C", "O", "C", "O", "C", "C", "C", "N", "C", "O", "C", "C", "C", "N", "C", "N", "N", "C", "C", "C", "C", "C", "H", "H", "H", "H", "H", "H", "H", "H", "H", "H", "H", "H", "H", "H", "H", "H", "H", "H", "H", "H", "H", "H", "H", "H", "H", "H", "H", "H", "H", "H", "H", "H", "H"], "xyz": [[-1.755, -6.045, -0.394], [-0.447, -5.361, -0.716], [-0.505, -4.039, -0.214], [0.717, -3.332, -0.264], [1.054, -2.897, -1.691], [2.297, -2.013, -1.712], [2.122, -0.884, -0.813], [1.792, 0.364, -1.223], [1.464, 1.248, -0.444], [1.852, 0.646, -2.729], [1.512, 1.979, -2.979], [0.378, 2.166, -3.815], [-0.931, 1.658, -3.172], [-1.130, 3.064, -2.549], [-0.636, 3.145, -1.198], [-1.402, 3.476, -0.134], [-2.573, 3.816, -0.205], [-0.700, 3.313, 1.204], [-1.334, 2.143, 1.967], [-0.707, 1.948, 3.303], [0.236, 1.067, 3.591], [0.502, 1.320, 4.896], [-0.211, 2.284, 5.430], [-0.986, 2.679, 4.396], [-1.921, 3.769, 4.562], [-0.128, 3.602, -3.603], [1.867, -1.275, 0.571], [0.605, -2.133, 0.672], [0.361, -2.548, 2.116], [-1.747, -7.071, -0.762], [-1.919, -6.061, 0.683], [-2.586, -5.516, -0.860], [0.395, -5.893, -0.253], [-0.279, -5.358, -1.800], [1.527, -3.984, 0.108], [1.217, -3.767, -2.332], [0.198, -2.345, -2.092], [3.167, -2.583, -1.370], [2.521, -1.672, -2.719], [2.869, 0.453, -3.087], [1.183, -0.045, -3.253], [0.604, 1.838, -4.834], [-1.684, 1.438, -3.928], [-0.866, 0.822, -2.473], [-2.138, 3.467, -2.558], [0.281, 2.747, -1.012], [0.363, 3.118, 1.070], [-0.813, 4.242, 1.766], [-2.411, 2.300, 2.050], [-1.175, 1.221, 1.407], [1.233, 0.772, 5.470], [-2.544, 3.844, 3.674], [-2.546, 3.575, 5.430], [-1.385, 4.706, 4.707], [0.617, 4.319, -3.263], [-0.642, 3.980, -4.485], [2.733, -1.840, 0.932], [1.764, -0.380, 1.176], [-0.240, -1.526, 0.324], [1.203, -3.141, 2.488], [0.247, -1.666, 2.748], [-0.541, -3.152, 2.196]]}

***

Relative energies in hartree: #P 0.0126; #Q 0.0000

***

#P
{"formula": "C3HO2S3", "method": "wB97M-V/def2-TZVPD", "orbital_gap_ev": 6.310, "charge": -1, "symbols": ["C", "C", "C", "O", "O", "S", "S", "S", "H"], "xyz": [[3.381, 3.268, -0.015], [3.594, -1.727, -0.095], [1.328, 0.270, 0.152], [3.994, -1.898, 0.975], [3.711, -1.749, -1.221], [3.474, 1.716, -0.013], [1.300, -1.332, 0.250], [-0.061, 1.382, 0.246], [-0.846, 0.705, 1.020]]}

***

#Q
{"formula": "C3HO2S3", "method": "wB97M-V/def2-TZVPD", "orbital_gap_ev": 6.522, "charge": -1, "symbols": ["C", "C", "C", "O", "O", "S", "S", "S", "H"], "xyz": [[3.875, 0.356, 0.348], [-1.055, 1.877, -0.456], [1.053, 0.565, 1.523], [-1.345, 3.004, -0.745], [-1.306, 0.778, -0.783], [3.545, 0.848, -1.071], [0.326, 2.037, 1.161], [0.649, -0.943, 0.971], [-0.459, -1.071, -0.058]]}

***

Relative energies in hartree: #P 0.0035; #Q 0.0000